(1)
{
  "formula": "C24H58P2PtSi4",
  "method": "the ωB97M-V functional and the def2-TZVPD basis",
  "species": ["P", "P", "C", "C", "H", "H", "H", "H", "C", "H", "H", "H", "C", "H", "H", "H", "C", "H", "H", "H", "C", "H", "H", "H", "Pt", "C", "C", "C", "C", "C", "C", "C", "C", "C", "H", "H", "H", "H", "H", "H", "H", "H", "H", "H", "H", "H", "H", "H", "H", "C", "Si", "C", "C", "Si", "Si", "C", "C", "C", "Si", "C", "C", "C", "H", "H", "H", "H", "H", "H", "H", "H", "H", "H", "H", "H", "H", "H", "H", "H", "H", "H", "H", "H", "H", "H", "H", "H", "H", "H", "H"],
  "positions_angstrom": [[0.2694, 4.1682, 0.8514], [-2.0883, 2.4332, -1.2258], [-1.2512, 4.8554, -0.0096], [-2.4311, 3.8770, -0.1446], [-0.9314, 5.2279, -0.9959], [-1.5792, 5.7299, 0.5686], [-2.7871, 3.5453, 0.8450], [-3.2717, 4.4019, -0.6268], [-2.3992, 3.1197, -2.8866], [-2.5535, 2.2997, -3.6001], [-1.5525, 3.7368, -3.2133], [-3.3076, 3.7382, -2.8522], [-3.3287, 1.1407, -1.0775], [-4.2592, 1.4965, -1.5498], [-3.5665, 0.8768, -0.0376], [-3.0038, 0.2484, -1.6282], [1.7397, 5.3603, 0.6449], [2.4158, 5.2914, 1.5116], [1.3604, 6.3923, 0.5851], [2.3193, 5.1711, -0.2668], [-0.0863, 5.3469, 2.4017], [-1.0588, 5.1399, 2.8639], [-0.0852, 6.3903, 2.0605], [0.7057, 5.2284, 3.1572], [0.0486, -2.1068, 0.9085], [-0.2614, 2.3187, -1.2127], [0.8128, 3.2846, -0.7101], [2.1153, 2.5691, -0.2983], [2.1239, 2.1472, 1.2138], [1.1148, 2.8843, 2.0351], [-0.3458, 2.7942, 1.8738], [-0.8762, 1.5355, 1.1679], [-0.2564, 1.1326, -0.1840], [0.9693, -1.0976, 2.4927], [0.0280, 1.9489, -2.2103], [1.0031, 4.0562, -1.4739], [2.9617, 3.2500, -0.4418], [2.3271, 1.7084, -0.9479], [2.0224, 1.0554, 1.3504], [3.1302, 2.3735, 1.6054], [1.4745, 3.2771, 2.9916], [-0.9780, 3.0972, 2.7157], [-1.9677, 1.6365, 1.0486], [-0.7742, 0.6924, 1.8556], [0.7568, 0.7478, -0.0479], [-0.7831, 0.2415, -0.5662], [0.8432, -1.7455, 3.3651], [0.4894, -0.1359, 2.6784], [2.0288, -0.9441, 2.2671], [-2.6322, -2.5395, 2.3304], [-2.0195, -3.1557, 0.6370], [-2.0435, -5.0543, 0.6539], [-3.0900, -2.4450, -0.7367], [0.1842, -3.5757, -0.8136], [1.8052, -3.8364, 1.0204], [2.0128, -5.5297, 0.1263], [3.4595, -2.9542, 0.8174], [1.5348, -4.3316, 2.8327], [1.0123, -2.4789, -2.7176], [1.8985, -3.7607, -3.7780], [-0.4763, -1.8278, -3.6660], [2.1921, -1.0785, -2.2687], [-3.6936, -2.2711, 2.2405], [-2.0897, -1.6621, 2.7126], [-2.5435, -3.3429, 3.0738], [-2.9740, -5.3326, 1.1694], [-2.0702, -5.4713, -0.3602], [-1.2037, -5.5021, 1.2002], [-3.0805, -1.3515, -0.7039], [-2.7692, -2.7703, -1.7329], [-4.1256, -2.7782, -0.5799], [2.5000, -5.4366, -0.8533], [2.6819, -6.0992, 0.7905], [1.0882, -6.1130, 0.0112], [3.5381, -2.0450, 1.4240], [4.2345, -3.6564, 1.1631], [3.6724, -2.6985, -0.2284], [1.8750, -3.5481, 3.5206], [0.4874, -4.5664, 3.0652], [2.1372, -5.2333, 3.0219], [1.3770, -4.7272, -3.7502], [1.9139, -3.4086, -4.8193], [2.9330, -3.9153, -3.4456], [-0.7648, -0.8231, -3.3311], [-0.2097, -1.7750, -4.7318], [-1.3471, -2.4898, -3.5658], [1.6592, -0.1180, -2.2344], [2.6890, -1.2255, -1.3018], [2.9707, -1.0082, -3.0432]],
  "lowdin_spin": [0.366, 0.001, 0.111, 0.011, 0.005, 0.000, 0.001, 0.005, 0.000, 0.000, 0.000, 0.000, 0.000, 0.000, 0.000, 0.000, 0.188, 0.004, 0.009, 0.010, 0.313, 0.015, 0.008, 0.011, 0.423, 0.020, 0.152, 0.027, 0.058, 0.368, 0.207, 0.050, 0.020, 0.074, 0.008, 0.000, 0.000, 0.006, 0.022, 0.000, 0.014, 0.008, 0.001, 0.020, 0.003, 0.013, 0.007, 0.018, 0.004, 0.029, 0.081, 0.045, 0.024, 0.700, 0.113, 0.129, 0.010, -0.005, 0.138, 0.001, 0.023, 0.037, 0.002, 0.010, 0.001, 0.004, 0.015, 0.001, 0.001, 0.004, 0.004, 0.001, 0.020, 0.013, 0.000, 0.002, 0.001, 0.000, 0.000, 0.000, 0.001, 0.000, 0.000, 0.000, 0.004, 0.002, 0.001, 0.001, 0.005],
  "orbital_gap_ha": [0.2206, 0.1126],
  "multiplicity": 5,
  "charge": 2,
  "lumo_energy_ev": [-5.137, -9.272],
  "homo_ev": [-11.1, -12.3],
  "e_above_lowest_ev": 2.052
}

---

(2)
{
  "formula": "C3H13NO2S",
  "method": "the ωB97M-V functional and the def2-TZVPD basis",
  "species": ["C", "N", "C", "C", "S", "H", "H", "H", "H", "H", "H", "H", "H", "H", "O", "H", "H", "O", "H", "H"],
  "positions_angstrom": [[-1.6570, -1.2293, 0.1980], [-1.1594, 0.0168, -0.3859], [0.3385, -0.0132, -0.4531], [0.7917, 1.2843, -1.0489], [2.6614, 1.3403, -0.9715], [-1.2886, -1.1586, 1.2253], [-1.2551, -2.1778, -0.1768], [-2.7319, -1.4019, 0.1771], [-1.6219, 0.3064, -1.2364], [0.6374, -0.1790, 0.5810], [0.6431, -0.8706, -1.0445], [0.5644, 1.3714, -2.1048], [0.4668, 2.1240, -0.4498], [2.8012, 2.5999, -0.4995], [1.0340, -2.8546, 0.7162], [1.7283, -2.1735, 0.8468], [1.5203, -3.5474, 0.2704], [-1.2481, 2.4661, 1.2105], [-0.8650, 1.5982, 1.0052], [-1.3603, 2.4985, 2.1408]],
  "lowdin_charge": [-0.137, -0.142, -0.346, -0.509, 0.666, 0.077, 0.061, 0.076, 0.110, 0.099, 0.102, 0.067, 0.050, -0.154, -0.064, 0.051, 0.037, -0.055, -0.005, 0.013],
  "smiles": "CNCCS.O.O",
  "orbital_gap_ha": 0.3508,
  "lumo_energy_ev": 0.617,
  "homo_ev": -8.9,
  "e_above_lowest_ev": 1.005
}

---

(3)
{
  "formula": "C14H30N9S2Ti",
  "method": "the ωB97M-V functional and the def2-TZVPD basis",
  "species": ["Ti", "N", "C", "C", "N", "C", "C", "N", "C", "C", "N", "H", "H", "H", "H", "H", "H", "H", "H", "H", "H", "H", "H", "H", "H", "H", "H", "H", "H", "C", "S", "C", "S", "N", "N", "C", "C", "C", "C", "C", "C", "N", "H", "H", "H", "H", "H", "H", "H", "H", "N", "N", "H", "H", "H", "H"],
  "positions_angstrom": [[-0.0603, -0.0656, 0.4133], [0.2695, -0.8682, -1.6364], [1.1196, 0.0501, -2.4652], [1.5824, 1.2596, -1.6584], [1.8034, 0.9182, -0.2269], [2.9247, -0.0454, -0.1128], [2.9041, -0.7715, 1.2145], [1.5294, -1.2808, 1.4534], [2.0417, 2.1630, 0.5632], [1.3976, 2.0947, 1.9398], [0.0303, 1.5274, 1.7944], [0.6972, -1.8049, -1.6119], [-0.6170, -0.9826, -2.1226], [0.5383, 0.4156, -3.3100], [1.9575, -0.5157, -2.8699], [0.8275, 2.0388, -1.6838], [2.4966, 1.6768, -2.0930], [3.8805, 0.4645, -0.2616], [2.8268, -0.7775, -0.9146], [3.1700, -0.1073, 2.0336], [3.6376, -1.5784, 1.2092], [1.4275, -1.5133, 2.4369], [1.3636, -2.1675, 0.9654], [1.5827, 2.9830, 0.0145], [3.1119, 2.3671, 0.6457], [1.3600, 3.0972, 2.3682], [1.9578, 1.4690, 2.6322], [-0.5550, 2.2225, 1.2835], [-0.4029, 1.3944, 2.7058], [-1.2579, 4.9042, -3.1349], [-1.4723, 3.1328, -3.3584], [-1.5549, 2.5115, -1.7222], [-1.3197, 3.4850, -0.3645], [-1.8962, 1.2303, -1.7472], [-1.8088, 0.5681, -0.5720], [-2.7905, -0.2357, -0.3164], [-2.7138, -1.1092, 0.8339], [-3.8074, -1.8683, 1.2347], [-3.7260, -2.5915, 2.4114], [-2.5526, -2.5427, 3.1539], [-1.4941, -1.8018, 2.6722], [-1.5501, -1.1014, 1.5307], [-1.2437, 5.3147, -4.1434], [-0.3243, 5.1336, -2.6296], [-2.0960, 5.3225, -2.5840], [-3.6939, -0.1745, -0.9142], [-4.7116, -1.8615, 0.6419], [-4.5703, -3.1743, 2.7544], [-2.4564, -3.0702, 4.0918], [-0.5637, -1.7622, 3.2230], [1.0111, -3.7504, -1.1245], [0.0281, -3.6648, -0.0678], [0.7963, -4.5062, -1.7714], [1.9007, -3.9919, -0.7009], [-0.0700, -4.5532, 0.4204], [-0.8651, -3.5059, -0.5235]],
  "lowdin_spin": [0.928, 0.001, 0.000, 0.003, 0.002, 0.003, 0.002, 0.004, 0.002, 0.002, -0.001, 0.001, 0.002, 0.000, 0.000, 0.001, 0.000, 0.000, 0.000, 0.000, 0.000, 0.001, 0.000, 0.000, 0.000, 0.000, 0.000, 0.000, 0.000, 0.000, 0.004, 0.002, 0.000, 0.007, 0.002, 0.006, 0.007, 0.000, 0.010, -0.002, 0.010, 0.000, 0.000, 0.000, 0.000, 0.000, 0.000, 0.000, 0.000, 0.001, 0.000, 0.000, 0.000, 0.000, 0.000, 0.000],
  "orbital_gap_ha": [0.2361, 0.2325],
  "multiplicity": 2,
  "charge": 2,
  "lumo_energy_ev": [-6.948, -7.042],
  "homo_ev": [-13.4, -13.4],
  "e_above_lowest_ev": 1.527
}

---

Which formula does entry 3 have? C14H30N9S2Ti